(1)
Entry from OMol25: a 3-piece molecular cluster, C27H38BBr2ClF19N2O7 overall at a distorted geometry (the ωB97M-V functional and the def2-TZVPD basis).

```
! RIJCOSX wB97M-V def2-TZVPD def2/J DEFGRID3
* xyz 1 1
C -1.58397 5.36138 -6.26021
C -1.88450 6.16046 -4.85988
Br -2.04058 8.12597 -5.38981
C -0.68080 6.10666 -3.75213
Br 1.16528 6.39989 -4.51259
C -0.75049 4.76975 -2.74783
C -0.42286 3.43607 -3.64026
N -0.21462 2.29293 -2.65534
C 1.27522 2.03867 -2.61004
C 1.60846 1.00489 -3.86322
O 1.27978 -0.30734 -3.87125
Cl 2.45025 1.61429 -5.44257
C -0.88451 2.47983 -1.31690
B -1.06682 1.00042 -0.63077
O -1.72212 -0.18098 -1.22948
O -0.55690 0.83251 0.77622
C -2.23918 3.42113 -1.33698
C -2.36655 4.06753 0.17040
C -3.18120 3.18424 1.26813
C -3.43438 4.16366 2.59433
C -4.56661 3.58135 3.62973
C -6.07451 3.43418 2.99141
N -6.61830 2.00262 3.15355
C -3.53511 2.59095 -1.86638
C -4.67851 3.42537 -2.68180
O -4.30893 3.72672 -4.10668
C -5.31658 4.72404 -1.91518
F -4.72109 6.04215 -2.35356
F -5.42354 4.60480 -0.44324
F -6.74711 4.80487 -2.40332
O -2.11038 4.61929 -2.23179
H -1.36614 4.21781 -6.14696
H -0.68432 5.93179 -6.79821
H -2.49619 5.45961 -7.02065
H -2.90884 5.91098 -4.35240
H -0.86443 7.02957 -3.01721
H 0.06924 5.01185 -1.91407
H 0.42818 3.55643 -4.43280
H -1.41123 3.15582 -4.24515
H -0.64801 1.43486 -3.11221
H 1.69563 1.68803 -1.57768
H 1.86245 3.04400 -2.87439
H -0.10121 3.06841 -0.63428
H -1.82108 -0.84834 -0.46179
H -0.00313 1.65464 1.02401
H -2.93726 5.10864 0.05296
H -1.31530 4.35767 0.65365
H -4.24201 2.81088 0.94696
H -2.58480 2.24340 1.68782
H -3.81720 5.21024 2.21681
H -2.45455 4.34393 3.21858
H -4.28238 2.56935 4.14934
H -4.66052 4.38165 4.50838
H -6.12696 3.66792 1.84584
H -6.87588 4.13918 3.51576
H -7.64365 2.10777 2.88765
H -6.18926 1.44128 2.36826
H -4.09684 1.94785 -1.04886
H -3.12442 1.78729 -2.65034
H -5.59236 2.66207 -2.80041
H -5.11630 3.56438 -4.70054
C 0.50601 -2.91597 1.21006
C -0.63539 -3.86272 0.81166
C -1.23138 -4.66779 1.95961
F -0.32469 -5.49144 2.53268
F -2.23845 -5.46571 1.51358
F -0.21370 -4.67402 -0.19513
F -1.63072 -3.09022 0.27093
O 1.83157 -3.40603 0.98698
C 2.36809 -4.21218 2.03347
C 2.68549 -5.64065 1.57480
F 1.57228 -6.27884 1.12966
F 3.17500 -6.38791 2.60005
F 1.53944 -4.17243 3.10279
F 3.51418 -3.59084 2.42572
H 0.42824 -2.04149 0.55161
H 0.38264 -2.50772 2.21989
H -1.64510 -4.01479 2.73268
H 3.42044 -5.64106 0.76520
C 6.04174 -7.26936 3.07684
C 6.44403 -8.63120 3.66116
C 7.28666 -8.56185 4.92856
F 8.47239 -7.94509 4.72237
F 7.58311 -9.81145 5.37626
F 7.05916 -9.36802 2.69764
F 5.28537 -9.30240 3.95579
O 6.85013 -6.78802 1.99895
C 8.02489 -6.07920 2.38678
C 9.31184 -6.76428 1.91132
F 9.42914 -8.01509 2.42745
F 10.41251 -6.07525 2.31495
F 8.00223 -5.86655 3.72317
F 7.91974 -4.84999 1.81109
H 5.04909 -7.40465 2.62890
H 5.88965 -6.50689 3.84958
H 6.75851 -8.04014 5.73112
H 9.33582 -6.84607 0.82121
*
```

Properties
orbital gap: 7.09 eV
calculated total energy: -9217.8318 hartree

(2)
Entry from OMol25: an isolated molecule of C20H26N4O4S at a distorted geometry (the ωB97M-V functional and the def2-TZVPD basis).

```
! RIJCOSX wB97M-V def2-TZVPD def2/J DEFGRID3
* xyz 0 1
C -4.33406 -4.50264 0.04721
H -3.32506 -4.50049 -0.37993
O -5.06942 -3.37500 -0.35214
C -4.61469 -2.13937 0.02067
C -3.46064 -1.89345 0.74777
C -3.08975 -0.59499 1.06160
C -3.85555 0.49905 0.66591
C -5.03438 0.23272 -0.04143
C -5.39943 -1.05270 -0.36490
H -6.30698 -1.24512 -0.91452
H -5.68591 1.04307 -0.32796
N -3.54118 1.81518 1.00862
C -2.40788 2.08497 1.85758
H -2.54688 3.09205 2.26292
C -1.07690 2.01418 1.06112
N -1.36850 2.25802 -0.33922
C -1.45710 1.25991 -1.26819
O -2.19284 1.31179 -2.23110
N -0.64662 0.14091 -1.07891
C 0.66324 0.05408 -0.64163
C 1.46976 1.18271 -0.46622
C 2.76906 1.04170 -0.01967
C 3.27453 -0.21668 0.24844
C 2.49822 -1.34539 0.05847
C 1.19830 -1.21315 -0.38571
H 0.58079 -2.08652 -0.53458
H 2.91958 -2.31206 0.28344
S 4.98104 -0.39303 0.75925
O 5.12831 -1.63596 1.45608
O 5.39871 0.81812 1.40007
N 5.84585 -0.52100 -0.66873
C 5.88261 0.68390 -1.45674
H 6.73198 0.64282 -2.13905
H 4.96284 0.82870 -2.03953
H 6.01463 1.51484 -0.76866
C 5.61263 -1.73830 -1.40201
H 6.44725 -1.91626 -2.08055
H 4.68115 -1.70240 -1.98311
H 5.56075 -2.54629 -0.67687
H 3.40055 1.90121 0.13824
H 1.07593 2.15971 -0.69538
H -0.99091 -0.65997 -1.59217
C -2.33031 3.33487 -0.49823
H -2.39164 3.59350 -1.55484
C -3.71056 2.86493 0.01976
H -4.25027 3.70733 0.46822
H -4.28580 2.47926 -0.81897
H -1.95786 4.19367 0.06438
H -0.61120 1.03812 1.17497
H -0.37443 2.77410 1.41995
H -2.39646 1.38740 2.69479
H -2.18088 -0.46542 1.62746
H -2.82652 -2.70089 1.08068
H -4.88140 -5.36331 -0.33436
H -4.26452 -4.57433 1.13806
*
```

Properties
SMILES: COc1ccc(N2CCN(C(=O)Nc3ccc(S(=O)(=O)N(C)C)cc3)CC2)cc1
energy above the lowest of the compared OMol25 structures with the same formula, charge and spin: 64.69 kcal/mol
orbital gap: 8.00 eV
calculated total energy: -1695.8806 hartree

(3)
Entry from OMol25: C29H35CrN3O6PS as an isolated structure at a distorted geometry (the ωB97M-V functional and the def2-TZVPD basis).

```
! RIJCOSX wB97M-V def2-TZVPD def2/J DEFGRID3
* xyz 0 4
Cr -0.69797 -0.39108 -0.35125
C -0.36401 -1.40032 3.81017
C 0.01939 -0.97051 2.45015
O -0.89307 -0.78952 1.54367
C 1.39350 -0.77278 2.26125
C 1.98864 -0.13722 1.13429
C 3.43747 0.22961 1.15558
N 1.31193 0.24254 0.01450
N 1.90974 1.03202 -0.90199
C 1.07062 1.11061 -1.96846
O -0.02409 0.42854 -2.17386
C 1.46295 2.08953 -2.99180
C 2.65814 2.83321 -2.91854
C 2.95947 3.71107 -3.93971
C 2.03388 3.93220 -4.93336
C 0.85291 3.20884 -5.01030
C 0.53441 2.34853 -3.98672
H -1.45157 -1.36483 3.99310
H 0.14347 -0.71789 4.57642
H 0.01033 -2.43647 3.95838
H 2.11464 -1.18241 2.98146
H 3.86776 -0.06891 0.20200
H 3.95096 -0.25505 1.96952
H 3.53214 1.33228 1.30488
H 3.33164 2.62386 -2.11100
H 3.86472 4.29156 -3.87663
H 2.12995 4.67980 -5.71717
H 0.20337 3.29849 -5.89372
H -0.44507 1.82798 -4.04101
C 1.20785 -2.44247 -2.73143
P 0.15072 -2.64161 -1.22553
C -1.17596 -3.77200 -1.72808
C 1.21353 -3.64528 -0.15919
C 2.54850 -3.95329 -0.45806
C 3.26844 -4.90312 0.24984
C 2.66326 -5.62814 1.24818
C 1.35100 -5.30979 1.60232
C 0.62650 -4.32867 0.92318
H 2.02166 -1.76157 -2.42825
H 0.53710 -1.93693 -3.49187
H 1.60309 -3.38883 -3.13633
H -0.88879 -4.86614 -1.76711
H -1.53811 -3.42489 -2.71489
H -2.03813 -3.70647 -1.08324
H 3.08136 -3.30936 -1.16368
H 4.25802 -5.07587 -0.05951
H 3.23711 -6.43027 1.73137
H 0.90389 -5.91273 2.42377
H -0.33174 -3.98293 1.22851
C -3.92157 -2.42180 0.99091
C -3.75793 -1.28758 -0.00482
C -5.02724 -0.83133 -0.63788
O -2.63656 -0.81399 -0.34349
H -4.74644 -3.03343 0.64681
H -4.25973 -2.02480 2.00366
H -3.01540 -3.00434 1.16448
H -4.82961 -0.05767 -1.44781
H -5.68804 -0.45970 0.16123
H -5.61782 -1.66429 -1.05076
N -1.50459 1.59441 -0.08302
C -1.15027 2.52131 0.96739
C -1.97429 2.60848 2.15312
C -1.90458 3.77646 2.95723
C -0.93478 4.75987 2.65480
C 0.07342 4.49632 1.70436
C -0.11140 3.43197 0.76637
S -1.17197 6.41382 3.13289
O 0.12204 7.01588 3.07620
O -2.23071 6.98111 2.27287
O -1.78744 6.20773 4.46114
H -2.47466 1.30602 0.03439
H -1.36859 1.98278 -1.01968
H -2.65282 1.81740 2.30547
H -2.54630 3.85757 3.84296
H 0.95413 5.12324 1.56350
H 0.55761 3.39120 -0.07225
*
```

Properties
<S²>: 3.80
orbital gap (spin up / spin down): 5.35 / 4.99 eV
calculated total energy: -3525.7620 hartree

(4)
Entry from OMol25: a 2-piece molecular cluster, C2H7O2 overall at a distorted geometry (the ωB97M-V functional and the def2-TZVPD basis).

```
! RIJCOSX wB97M-V def2-TZVPD def2/J DEFGRID3
* xyz 1 1
O 1.91542 0.57830 -0.79160
H 2.13743 1.31466 -1.41826
H 0.28142 -1.01538 -1.02698
H 2.70580 0.57807 -0.25850
C -0.74478 -1.17923 -0.50781
C -1.20262 0.04032 0.21060
O -0.54861 0.33053 1.30923
H -1.42267 -1.44188 -1.30281
H -0.67121 -1.98954 0.27937
H -1.89007 0.81722 -0.29041
H -0.39085 1.29970 1.65977
*
```

Properties
energy above the lowest of the compared OMol25 structures with the same formula, charge and spin: 30.09 kcal/mol
orbital gap: 9.44 eV
calculated total energy: -230.5528 hartree

What is the calculated total energy in the third record?
-3525.7620 hartree

Among the records above, which one has the lowest calculated total energy?
C27H38BBr2ClF19N2O7

Which value of calculated total energy does entry 2 give?
-1695.8806 hartree